[1]
Density functional theory data (wB97M-V/def2-TZVPD) for C33H24Br2F3IrN3O5 as an isolated structure.

Values from the calculation:
Lowest unoccupied orbital energy (alpha / beta) (eV): -1.7643 / -2.9406
<S²>: 0.757
Net charge: 0
2S+1: 2
E_HOMO (alpha / beta) (eV): -8.689 / -8.681
Kohn-Sham gap (alpha / beta) (eV): 6.9 / 5.7

The geometry in XYZ format:
```
71
Properties=species:S:1:pos:R:3:mulliken_spin:R:1
Ir 0.618 -0.463 0.709 0.81
N -6.186 -7.232 -2.436 0.00
C -5.413 -6.419 -2.186 0.00
C -4.445 -5.402 -1.874 0.00
C -4.350 -4.908 -0.577 0.00
C -3.412 -3.932 -0.286 0.00
C -2.557 -3.456 -1.276 0.00
C -2.667 -3.948 -2.574 0.00
C -3.609 -4.914 -2.876 0.00
C -1.575 -2.397 -0.925 -0.01
C -0.186 -2.689 -1.018 0.01
C 0.349 -3.808 -1.659 0.06
C 1.713 -3.583 -1.845 0.02
C 1.990 -2.357 -1.274 0.00
N 0.875 -1.796 -0.748 -0.03
C -2.083 -1.163 -0.602 0.00
C -3.406 -0.656 -0.800 0.01
C -3.352 0.685 -0.553 0.00
C -2.010 0.979 -0.187 0.01
N -1.259 -0.108 -0.218 -0.01
H -5.009 -5.285 0.193 0.00
H -3.339 -3.533 0.718 0.00
H -2.025 -3.555 -3.352 0.00
H -3.706 -5.290 -3.885 0.00
H -0.218 -4.669 -1.971 0.00
H 2.427 -4.226 -2.332 0.00
H 2.942 -1.862 -1.217 0.00
H -4.251 -1.235 -1.135 0.00
H -4.151 1.404 -0.625 0.00
H -1.600 1.933 0.097 0.00
Br 3.596 5.502 2.862 0.00
C 2.926 5.010 1.160 0.00
C 2.923 5.945 0.137 0.00
C 2.428 5.584 -1.108 0.00
C 1.943 4.305 -1.322 0.00
C 1.957 3.378 -0.286 0.00
C 2.448 3.727 0.967 0.00
C 1.403 2.014 -0.554 0.00
O 0.792 1.727 -1.557 0.01
O 1.689 1.176 0.431 0.00
H 3.300 6.942 0.315 0.00
H 2.420 6.309 -1.911 0.00
H 1.547 4.005 -2.283 0.00
H 2.444 3.006 1.771 0.00
C 0.078 -4.039 2.475 0.00
C 0.727 -3.055 3.418 0.00
O 0.428 -1.732 2.946 0.03
H 0.382 -5.056 2.720 0.00
H 0.385 -3.840 1.445 0.00
H -1.009 -3.978 2.535 0.00
H 1.806 -3.204 3.464 0.00
H 0.316 -3.156 4.427 0.00
H 0.811 -1.066 3.529 0.00
Br -5.573 -2.290 4.963 0.00
C -4.223 -1.197 4.212 0.00
C -3.912 0.013 4.809 0.00
C -2.923 0.806 4.247 0.00
C -2.225 0.380 3.123 0.01
C -2.559 -0.834 2.538 -0.01
C -3.565 -1.623 3.069 0.00
C -1.177 1.285 2.548 -0.01
O -1.366 2.478 2.471 0.02
O -0.030 0.743 2.164 0.10
H -4.443 0.335 5.694 0.00
H -2.685 1.769 4.679 0.00
H -2.039 -1.172 1.652 0.01
H -3.839 -2.563 2.608 0.00
F 3.515 -0.649 0.508 0.00
C 2.524 -1.030 1.334 -0.02
F 2.831 -0.478 2.543 0.00
F 2.681 -2.365 1.491 0.00
```

***

[2]
Density functional theory data (wB97M-V/def2-TZVPD) for one molecule with the formula C2H2ClN3O.

Values from the calculation:
Lowest unoccupied orbital energy (eV): 0.0057
Net charge: 0
E_HOMO (eV): -9.927
SMILES: O/N=C(\Cl)N1C=N1
Kohn-Sham gap (eV): 9.9

The geometry in XYZ format:
```
9
Properties=species:S:1:pos:R:3:lowdin_charge:R:1
O -1.767 -1.963 -0.346 -0.05
N -0.847 -0.982 0.243 0.03
C -0.951 0.271 0.227 -0.79
Cl -2.528 1.210 -0.022 0.55
N 0.037 1.107 0.599 -0.07
C 0.950 1.373 -0.589 -0.07
N 1.516 0.711 0.264 0.18
H -1.265 -2.770 -0.415 0.07
H 0.594 1.725 -1.558 0.14
```

***

Results for DFT total energy: -200393.3974, -21140.3215 (in eV, following the order of the records).
Results for energy relative to the best compared isomer or geometry (same formula, charge and spin): 187.6, 514.0 (in kJ/mol, following the order of the records).